108
Properties=species:S:1:pos:R:3:forces:R:3 method="wB97M-V/def2-TZVPD" de_lowest_ev=0.723 total_charge=+1 fmax_ev_per_a=0.89 orbital_gap_ev="6.765 / 5.994" spin_multiplicity=3 lumo_ev="-2.43 / -4.52"
Pt 0.31502 -0.58904 -0.34230 0.640 -0.474 -0.407
C 1.13251 5.76400 0.90601 -0.038 0.087 -0.033
C 0.76288 4.30539 0.80690 -0.083 -0.050 -0.003
C -0.28664 3.87455 1.80371 -0.078 0.014 0.048
O 0.21234 4.09649 -0.55200 0.237 0.036 0.196
P 0.42013 2.74124 -1.30955 0.082 -0.029 0.018
O 0.61368 1.58874 -0.38429 -0.637 -0.008 0.052
C -1.04491 2.65735 -2.33056 -0.007 -0.042 -0.035
P -2.51826 2.17261 -1.41513 0.115 -0.187 0.322
O -2.29989 1.01014 -0.54356 -0.080 0.147 -0.015
O -3.00547 3.42091 -0.58425 -0.035 0.174 -0.018
C -3.57829 4.62871 -1.17626 0.004 -0.133 0.041
C -2.63236 5.78743 -0.95240 0.043 0.094 -0.001
C -4.93055 4.83479 -0.53421 -0.081 0.065 0.017
O -3.51836 1.98013 -2.61407 -0.206 0.087 -0.177
C -4.84261 1.40004 -2.37023 0.015 -0.056 0.011
C -4.76366 -0.07834 -2.67058 -0.015 -0.113 -0.038
C -5.82282 2.15159 -3.24011 0.004 -0.026 -0.080
O 1.67831 2.82091 -2.23048 0.048 0.015 -0.180
C 2.14489 3.77683 -3.23848 0.004 0.030 0.074
C 2.44650 5.11778 -2.60784 -0.029 0.031 0.047
C 1.20006 3.87193 -4.41848 -0.089 -0.037 0.057
H 1.51760 5.97303 1.90469 -0.011 0.003 -0.019
H 0.25200 6.38804 0.73807 0.030 -0.013 0.027
H 1.89658 6.03524 0.17830 -0.007 -0.014 0.023
H 1.64992 3.67894 0.90849 0.030 -0.044 -0.084
H -1.17087 4.51131 1.72512 0.045 -0.032 0.003
H 0.11929 3.96064 2.81298 -0.030 0.005 -0.007
H -0.58492 2.83939 1.63652 0.027 0.028 0.006
H -0.87407 1.89794 -3.09695 -0.054 0.074 -0.063
H -1.22604 3.62637 -2.79930 0.093 -0.062 -0.102
H -3.70906 4.46194 -2.24742 0.053 -0.115 -0.054
H -2.65370 6.10764 0.09160 0.030 -0.040 -0.023
H -2.94096 6.62881 -1.57535 -0.002 0.020 0.060
H -1.60567 5.52140 -1.20716 -0.093 0.025 -0.026
H -4.81266 5.06037 0.52677 -0.011 -0.020 -0.022
H -5.55259 3.94430 -0.62953 0.015 0.024 -0.032
H -5.44551 5.66938 -1.01384 0.012 -0.005 0.045
H -5.09006 1.54188 -1.31574 0.040 0.066 0.063
H -4.48872 -0.23398 -3.71717 -0.018 -0.001 0.054
H -5.73429 -0.54569 -2.49408 0.025 -0.013 -0.011
H -4.02259 -0.56244 -2.03076 -0.045 0.053 -0.029
H -5.58230 1.99835 -4.29402 -0.018 0.012 0.028
H -5.80478 3.22226 -3.03307 0.006 -0.035 0.029
H -6.83324 1.78341 -3.05784 0.015 0.004 -0.018
H 3.07347 3.31782 -3.56790 0.049 -0.075 0.009
H 1.53723 5.59432 -2.23842 0.017 0.002 -0.035
H 2.89631 5.76976 -3.35761 0.005 -0.006 0.017
H 3.14912 5.01034 -1.78066 -0.015 -0.009 -0.023
H 0.31382 4.46246 -4.17845 0.012 -0.005 -0.016
H 0.89254 2.88337 -4.76135 0.027 0.023 -0.001
H 1.71271 4.36958 -5.24195 -0.001 0.002 0.021
S -1.69906 -1.64018 0.20589 0.079 0.547 0.038
C -1.38564 -3.31965 -0.02074 0.269 -0.114 -0.071
N -2.36612 -4.22938 0.15232 -0.157 -0.081 0.015
C -2.07144 -5.59844 -0.25716 -0.079 0.078 0.045
C -0.72021 -5.98228 0.29392 0.141 0.127 0.020
N 0.27700 -5.04622 -0.21997 -0.009 -0.230 -0.079
C 1.64424 -5.50995 -0.46969 -0.108 0.012 -0.078
C 1.99792 -5.60551 -1.94020 -0.079 0.047 0.036
C 1.17681 -6.29907 -2.82367 -0.034 -0.016 -0.017
C 1.50119 -6.38028 -4.16899 0.032 0.016 0.003
C 2.65721 -5.76983 -4.64269 -0.025 -0.007 0.027
C 3.48478 -5.08497 -3.76511 -0.015 -0.022 0.001
C 3.15152 -5.00120 -2.41942 0.060 -0.016 0.017
C -0.08217 -3.75248 -0.36385 -0.130 0.002 0.022
S 1.05904 -2.63155 -1.00415 -0.174 0.154 0.156
C -3.77113 -3.87668 0.36329 0.123 -0.009 -0.078
C -4.59939 -4.10738 -0.88058 0.067 -0.051 -0.037
C -5.82555 -4.75289 -0.79954 -0.043 0.013 -0.005
C -6.58021 -4.97615 -1.94470 0.019 0.015 -0.015
C -6.10576 -4.56180 -3.18075 0.006 0.002 0.013
C -4.87717 -3.91690 -3.26780 -0.012 0.000 0.014
C -4.12795 -3.69193 -2.12282 0.007 0.035 -0.049
H -2.06736 -5.66927 -1.34893 -0.044 -0.036 -0.031
H -2.84966 -6.25580 0.12636 -0.018 0.022 0.038
H -0.45435 -6.99080 -0.01585 0.024 0.003 -0.044
H -0.73966 -5.95087 1.38795 0.018 -0.029 0.026
H 1.72175 -6.48764 0.00450 0.041 -0.025 0.020
H 2.34382 -4.83998 0.03208 0.003 0.018 0.034
H 0.27687 -6.78687 -2.46100 0.022 0.038 -0.016
H 0.85724 -6.92541 -4.84788 0.019 0.020 0.017
H 2.91134 -5.83142 -5.69333 -0.005 -0.005 0.032
H 4.38863 -4.61223 -4.12822 -0.024 -0.006 0.012
H 3.79315 -4.46038 -1.73130 -0.032 0.008 -0.045
H -3.81747 -2.83272 0.66504 0.011 0.035 0.054
H -4.15591 -4.47604 1.18919 -0.007 -0.052 0.017
H -6.19689 -5.08279 0.16456 0.013 -0.014 -0.019
H -7.53272 -5.48490 -1.87031 0.012 0.016 -0.004
H -6.68672 -4.74709 -4.07562 0.014 0.015 0.032
H -4.50118 -3.59108 -4.23036 -0.014 -0.019 0.034
H -3.16706 -3.19063 -2.19768 -0.038 -0.012 0.005
F 9.66394 0.35859 -0.43264 0.062 0.003 -0.048
C 9.05276 0.38889 0.76484 -0.166 0.015 -0.064
F 9.58062 -0.60689 1.49539 0.052 -0.043 0.047
F 9.38491 1.54348 1.35638 0.052 0.042 0.029
C 7.56362 0.23082 0.61935 0.018 -0.049 0.041
C 7.07703 -0.90957 -0.00869 -0.009 -0.023 -0.032
C 5.71407 -1.09197 -0.14004 -0.020 -0.024 -0.016
C 4.82138 -0.13690 0.35726 -0.163 -0.042 -0.092
C 5.32415 1.00290 0.98207 0.025 0.036 0.021
C 6.69258 1.18580 1.11429 -0.075 0.051 0.014
C 3.40302 -0.32062 0.20474 0.248 0.059 0.176
C 2.20457 -0.42822 0.08401 0.010 0.024 0.027
H 7.76909 -1.64745 -0.39573 -0.031 0.008 0.017
H 5.32149 -1.97174 -0.63314 0.024 0.009 0.016
H 4.63321 1.74197 1.36491 0.015 -0.002 0.002
H 7.08127 2.07112 1.59820 -0.019 -0.018 0.010